{"formula": "C17H15N5OSZn", "method": "ωB97M-V with the def2-TZVPD basis set", "elements": ["Zn", "O", "C", "N", "C", "C", "C", "C", "C", "C", "N", "C", "C", "C", "C", "C", "N", "H", "H", "H", "H", "H", "H", "H", "H", "H", "H", "C", "C", "C", "C", "N", "C", "S", "N", "H", "H", "H", "H", "H"], "xyz": [[-0.4888, 0.0722, -0.1968], [0.6953, -2.6612, 2.3557], [0.6188, -1.6480, 1.6669], [-0.3475, -0.7275, 1.6183], [-1.6290, -1.1653, 2.1225], [-2.4027, -1.8853, 1.0243], [-3.4940, -2.6976, 1.3104], [-4.1675, -3.3103, 0.2726], [-3.7410, -3.0954, -1.0316], [-2.6466, -2.2787, -1.2318], [-1.9873, -1.6945, -0.2294], [1.7334, -1.4032, 0.6468], [2.9763, -1.9979, 0.7821], [3.8984, -1.8445, -0.2372], [3.5530, -1.1132, -1.3665], [2.2939, -0.5492, -1.4274], [1.4080, -0.6963, -0.4411], [-1.5254, -1.8383, 2.9763], [-2.2164, -0.2989, 2.4388], [-3.7937, -2.8452, 2.3397], [-5.0133, -3.9544, 0.4754], [-4.2467, -3.5464, -1.8733], [-2.2791, -2.0709, -2.2299], [3.1756, -2.5749, 1.6734], [4.8781, -2.2981, -0.1600], [4.2414, -0.9837, -2.1893], [1.9711, 0.0373, -2.2784], [2.4689, 3.3527, 0.2538], [1.1089, 3.6218, -0.3160], [0.6535, 4.9033, -0.5912], [-0.6121, 5.0069, -1.1420], [-1.3864, 3.9606, -1.4007], [-0.8700, 2.7686, -1.0920], [-1.8407, 1.3371, -1.3806], [0.3459, 2.5585, -0.5626], [3.0110, 4.2747, 0.4550], [3.0491, 2.7481, -0.4445], [2.3790, 2.7818, 1.1785], [1.2551, 5.7756, -0.3813], [-1.0266, 5.9799, -1.3870]], "atomic_forces_ev_per_a": [[0.0914, -0.3777, 0.2419], [-0.0266, -0.0243, 0.0665], [0.2411, 0.1395, -0.1157], [-0.0998, 0.0320, -0.1488], [0.0086, -0.0759, 0.0278], [0.0672, -0.0421, 0.0227], [0.0131, 0.0184, 0.0245], [-0.0103, -0.0174, 0.0027], [-0.0037, 0.0022, -0.0035], [-0.0270, 0.0155, 0.0096], [-0.0397, -0.0049, 0.0675], [-0.1343, -0.0840, 0.0133], [0.0137, 0.0161, 0.0189], [0.0376, -0.0138, 0.0299], [-0.0171, 0.0347, -0.0098], [0.0199, 0.0310, 0.0412], [0.1691, -0.0471, 0.0056], [0.0121, 0.0166, 0.0057], [0.0046, -0.0078, 0.0247], [-0.0066, -0.0026, -0.0002], [-0.0127, 0.0088, -0.0092], [0.0129, -0.0166, -0.0033], [0.0074, 0.0058, -0.0022], [-0.0005, -0.0219, -0.0135], [0.0004, 0.0037, -0.0038], [0.0142, -0.0005, 0.0082], [-0.0132, -0.0010, -0.0027], [-0.0070, 0.0031, 0.0479], [0.1032, -0.0089, 0.0301], [0.0058, -0.0497, 0.0069], [-0.0427, 0.0564, -0.0055], [0.1437, 0.0356, -0.0056], [-0.2140, -0.2081, -0.1184], [-0.2818, 0.5806, -0.2879], [0.0025, 0.0187, 0.0741], [-0.0093, 0.0027, -0.0015], [-0.0034, -0.0056, -0.0135], [-0.0124, -0.0034, 0.0022], [0.0076, 0.0014, -0.0256], [-0.0142, -0.0095, -0.0014]], "mulliken_charge": [-0.036, -0.732, 0.502, -0.265, -0.940, 0.963, -0.962, -0.251, -0.706, -0.301, 0.155, 0.274, -0.568, -0.268, -0.653, -0.244, 0.264, 0.479, 0.336, 0.407, 0.404, 0.388, 0.408, 0.464, 0.419, 0.417, 0.447, -1.088, 0.724, -0.676, -0.124, -0.551, 0.342, -0.505, -0.126, 0.369, 0.224, 0.256, 0.355, 0.399], "relative_energy_kj_mol": 53.9, "energy_ha": -3183.46169, "homo_energy_ev": -8.1, "lumo_energy_ev": 0.23, "largest_force_ev_per_a": 0.71}



{"formula": "C17H16AsIN8O6PtS", "method": "ωB97M-V with the def2-TZVPD basis set", "elements": ["Pt", "N", "C", "N", "C", "N", "N", "C", "N", "C", "C", "C", "C", "C", "N", "H", "H", "H", "H", "H", "H", "H", "H", "O", "As", "O", "O", "C", "C", "C", "C", "C", "C", "S", "O", "O", "O", "H", "H", "H", "H", "H", "I", "C", "C", "N", "N", "C", "H", "H", "H"], "xyz": [[1.4645, -1.0162, 0.0126], [4.5082, -0.4363, -1.1724], [4.4846, -0.3458, 0.1475], [5.6067, -0.0338, 0.7958], [5.5133, 0.0724, 2.1151], [6.6313, 0.3444, 2.8019], [4.3772, -0.0608, 2.8396], [3.3288, -0.3761, 2.1228], [3.3165, -0.5876, 0.8021], [2.0024, -0.4743, 2.7629], [1.7869, -0.2454, 4.1059], [0.4874, -0.2846, 4.5870], [-0.5491, -0.5393, 3.7043], [-0.2629, -0.7649, 2.3700], [0.9915, -0.7460, 1.9163], [5.3636, -0.1954, -1.6402], [3.6609, -0.5800, -1.7059], [7.4834, 0.5191, 2.3015], [6.5736, 0.5055, 3.7902], [2.6371, -0.0297, 4.7358], [0.2862, -0.1064, 5.6343], [-1.5787, -0.5614, 4.0312], [-1.0305, -0.9529, 1.6323], [1.8585, 1.9270, -3.5203], [0.6286, 1.5812, -2.2852], [-0.4048, 2.8661, -2.1842], [1.4145, 1.2211, -0.8789], [-0.3322, 0.2246, -3.3366], [-1.2215, 0.8593, -4.2028], [-2.0350, 0.1439, -5.0670], [-1.9795, -1.2389, -5.0903], [-1.1026, -1.8939, -4.2450], [-0.2880, -1.1696, -3.3791], [0.6724, -2.1974, -2.3095], [0.9227, -3.4307, -2.9751], [1.9242, -1.4231, -1.9546], [-0.0493, -2.2882, -1.0104], [2.1360, 2.8457, -3.4206], [-1.2787, 1.9395, -4.1716], [-2.7136, 0.6749, -5.7220], [-2.6086, -1.8083, -5.7614], [-1.0325, -2.9726, -4.2537], [-5.5413, -0.2240, 1.2072], [-3.7839, 0.4035, 0.3313], [-3.3909, 1.7011, 0.0827], [-2.1728, 1.6263, -0.4757], [-1.7541, 0.3678, -0.6217], [-2.7255, -0.3935, -0.1369], [-3.8876, 2.6393, 0.2608], [-1.5790, 2.3478, -0.9362], [-2.6396, -1.4692, -0.1592]], "atomic_forces_ev_per_a": [[0.4244, -1.0764, 0.1048], [-0.0301, -0.0039, 0.0093], [-0.0106, 0.0046, -0.0325], [0.0069, -0.0105, 0.0144], [0.0156, -0.0035, -0.0261], [-0.0056, 0.0061, 0.0000], [-0.0284, -0.0170, 0.0068], [0.0373, 0.0306, 0.0143], [-0.4113, 0.3667, -0.0215], [-0.0152, 0.0219, 0.0199], [0.0125, -0.0010, -0.0050], [-0.0106, -0.0011, -0.0193], [0.0170, 0.0060, 0.0264], [0.0034, -0.0385, -0.0110], [-0.1050, -0.0088, -0.0059], [0.0010, -0.0029, -0.0001], [0.0075, 0.0243, 0.0048], [0.0007, -0.0034, 0.0010], [0.0008, -0.0050, 0.0004], [-0.0021, 0.0003, 0.0046], [0.0016, -0.0009, 0.0020], [-0.0041, 0.0003, -0.0021], [0.0118, -0.0003, 0.0102], [0.0074, -0.0022, -0.0212], [0.0084, 0.2183, 0.1259], [-0.0991, -0.0568, 0.0733], [0.0531, 0.0030, -0.2567], [0.0315, -0.0349, 0.0184], [0.0297, 0.0088, 0.0036], [-0.0048, -0.0050, -0.0072], [0.0005, 0.0230, -0.0018], [0.0174, -0.0312, -0.0169], [-0.0285, -0.0597, -0.0058], [0.0267, 0.2637, -0.2170], [-0.0501, -0.0358, 0.0850], [0.0293, -0.0764, -0.1071], [0.0585, 0.4429, 0.3546], [-0.0131, 0.0081, -0.0034], [-0.0062, 0.0011, 0.0036], [-0.0015, -0.0012, 0.0003], [-0.0005, -0.0006, 0.0011], [-0.0030, 0.0112, -0.0033], [0.0159, 0.0044, -0.0053], [0.0034, -0.0450, 0.0290], [0.0337, 0.0564, 0.0103], [0.1504, 0.1363, -0.1333], [-0.0772, -0.1070, -0.0082], [-0.0272, -0.0023, -0.0124], [0.0017, -0.0003, -0.0108], [-0.0753, -0.0069, -0.0005], [0.0014, 0.0005, 0.0105]], "mulliken_charge": [1.329, -0.223, 0.663, -0.737, 0.366, -0.342, -0.656, 0.153, -0.503, 0.861, -0.467, -0.476, -0.793, 0.174, -0.103, 0.225, 0.286, 0.251, 0.240, 0.488, 0.430, 0.453, 0.300, -0.627, 0.832, -0.906, -0.596, -0.129, -0.694, -0.626, -0.606, -0.772, 0.847, 1.503, -0.686, -0.865, -0.758, 0.319, 0.491, 0.402, 0.399, 0.495, 0.086, -0.783, -0.273, -0.019, 0.159, -0.492, 0.470, 0.213, 0.699], "relative_energy_kj_mol": 96.9, "energy_ha": -4597.95342, "homo_energy_ev": -8.0, "lumo_energy_ev": -1.15, "largest_force_ev_per_a": 1.16}



{"formula": "C17H16CaN6O2S6", "method": "ωB97M-V with the def2-TZVPD basis set", "elements": ["Ca", "O", "C", "N", "C", "O", "C", "C", "C", "C", "C", "N", "C", "C", "C", "C", "C", "N", "H", "H", "H", "H", "H", "H", "H", "H", "N", "N", "C", "N", "S", "H", "H", "H", "H", "H", "C", "S", "C", "C", "S", "S", "C", "S", "S", "H", "H", "H"], "xyz": [[0.8418, -0.2925, 0.3305], [-1.3717, -1.0871, 3.7462], [-0.4335, -0.8358, 3.0183], [-0.2749, 0.2041, 2.1458], [-1.1476, 1.2590, 2.1517], [-1.8958, 1.6108, 3.0405], [-1.1230, 2.1006, 0.8694], [-1.9455, 3.2161, 0.8020], [-1.9542, 3.9731, -0.3569], [-1.1325, 3.6027, -1.4099], [-0.3360, 2.4821, -1.2567], [-0.3351, 1.7377, -0.1503], [0.7348, -1.8287, 2.9924], [0.9043, -2.6826, 4.0720], [1.9577, -3.5791, 4.0528], [2.7972, -3.6122, 2.9485], [2.5460, -2.7420, 1.9045], [1.5407, -1.8650, 1.9229], [-2.5587, 3.4534, 1.6593], [-2.5961, 4.8403, -0.4420], [-1.1171, 4.1537, -2.3394], [0.3222, 2.1550, -2.0533], [0.2043, -2.6216, 4.8924], [2.1234, -4.2483, 4.8869], [3.6311, -4.2974, 2.8926], [3.1659, -2.7334, 1.0145], [3.1479, -1.9313, -1.9239], [3.1677, -0.8622, -2.8155], [3.1363, 0.4133, -2.4015], [3.0571, 1.3295, -3.3843], [3.2175, 0.9246, -0.7972], [3.8695, -2.5864, -2.1915], [2.2289, -2.3652, -1.9868], [2.9325, -1.0502, -3.7796], [3.1562, 1.0851, -4.3555], [3.1335, 2.2953, -3.1212], [-4.0291, 0.0177, 0.9032], [-2.9049, -1.1895, 0.1511], [-2.4818, -0.4476, -1.3833], [-1.3793, -0.8289, -2.0611], [-0.2033, -1.9998, -1.5337], [-1.1353, -0.0151, -3.5895], [-2.4799, 1.0637, -3.5213], [-2.7879, 2.2331, -4.6359], [-3.4686, 0.7848, -2.1313], [-3.8898, -0.0659, 1.9797], [-5.0616, -0.2003, 0.6396], [-3.7734, 1.0321, 0.6046]], "atomic_forces_ev_per_a": [[0.8208, -0.1567, -1.7769], [0.0362, -0.0080, 0.0503], [-0.0542, 0.0725, 0.0803], [-0.4521, 0.2047, 0.7630], [-0.0821, 0.0198, 0.0720], [-0.0152, -0.0104, -0.0248], [-0.0827, 0.0392, 0.0967], [0.0038, -0.0094, -0.0105], [0.0026, -0.0038, 0.0002], [0.0079, -0.0144, -0.0016], [0.0142, 0.0011, -0.0381], [-0.1514, 0.2586, 0.2496], [-0.1257, -0.0196, 0.0592], [-0.0014, -0.0214, -0.0129], [-0.0138, 0.0125, -0.0025], [0.0087, 0.0100, -0.0288], [0.0113, -0.0395, -0.0284], [0.0744, -0.1493, 0.5830], [0.0053, -0.0016, 0.0030], [-0.0013, -0.0015, 0.0028], [-0.0026, -0.0061, -0.0030], [0.0016, 0.0059, 0.0048], [-0.0024, 0.0048, -0.0021], [-0.0023, 0.0003, 0.0022], [-0.0052, -0.0052, 0.0015], [0.0107, -0.0003, 0.0152], [-0.1703, -0.0198, 0.0279], [0.0073, 0.0922, -0.0531], [-0.0047, 0.0708, -0.0130], [0.0329, -0.0509, -0.0020], [0.0566, 0.0209, 0.0581], [0.0629, -0.0442, 0.0359], [-0.0480, -0.0653, 0.0507], [-0.0349, 0.0024, -0.0393], [-0.0152, -0.0002, -0.0095], [-0.0261, 0.0234, 0.0130], [-0.0263, -0.0244, -0.0810], [0.0722, 0.0352, 0.0718], [-0.0440, -0.0347, -0.0200], [0.0427, 0.0644, 0.0624], [0.0921, -0.3101, -0.2060], [-0.0211, 0.0176, 0.0149], [0.0053, 0.0036, 0.0030], [-0.0057, -0.0014, -0.0032], [0.0042, 0.0200, 0.0076], [-0.0019, -0.0232, -0.0071], [-0.0121, 0.0353, -0.0065], [0.0289, 0.0061, 0.0415]], "mulliken_charge": [1.552, -0.622, 0.103, -0.676, -0.095, -0.632, 0.592, -0.539, -0.416, -0.827, -0.366, 0.240, 0.541, -0.682, -0.244, -0.732, -0.266, -0.264, 0.509, 0.433, 0.486, 0.442, 0.486, 0.427, 0.398, 0.470, -0.391, -0.168, 0.659, -0.400, -0.395, 0.266, 0.109, 0.219, 0.183, 0.231, -0.844, 0.047, 0.244, -0.098, -0.473, -0.195, 0.083, -0.206, -0.099, 0.318, 0.429, 0.164], "relative_energy_kj_mol": 70.1, "energy_ha": -4203.34124, "homo_energy_ev": -7.1, "lumo_energy_ev": -0.05, "largest_force_ev_per_a": 1.96}



- What is the formula in the third record?
  C17H16CaN6O2S6



- What is the formula in the second record?
  C17H16AsIN8O6PtS



- Number 2 is which compound?
  C17H16AsIN8O6PtS